The following is a quantum chemistry calculation of C19H19FeN6S as an isolated structure, from the OMol25 dataset.

```
46
Properties=species:S:1:pos:R:3:mulliken_charge:R:1
Fe 0.1716 -0.6575 1.0241 -0.05
C -2.2778 4.2421 0.7477 -0.43
C -1.1482 3.6816 1.3476 -1.06
C -0.7032 2.4468 0.9389 -0.43
C -1.3500 1.7496 -0.1085 1.29
C -2.5080 2.3199 -0.6846 -0.29
C -2.9569 3.5505 -0.2523 -0.82
N -0.8497 0.5138 -0.4306 -0.41
C -1.1027 -0.1317 -1.6266 0.52
C -1.4026 0.4944 -2.8474 -0.34
C -1.6478 -0.2742 -3.9687 -0.82
C -1.6064 -1.6690 -3.9146 -0.63
C -1.2720 -2.3101 -2.7321 -0.53
C -1.0003 -1.5424 -1.6181 0.33
N -0.6207 -2.0580 -0.3594 1.01
N -0.8144 -3.2447 -0.0793 -0.75
C -0.4362 -3.5074 1.2869 0.48
C -0.4641 -4.8085 1.7181 -0.35
C -0.1386 -5.0643 3.0487 -0.32
C 0.1814 -4.0061 3.8757 -0.66
C 0.1761 -2.7187 3.3528 -0.11
N -0.1257 -2.4673 2.0768 -0.24
H -2.6420 5.2046 1.0809 0.43
H -0.6348 4.2115 2.1381 0.44
H 0.1798 2.0143 1.4056 0.24
H -3.0815 1.7654 -1.4124 0.66
H -3.8576 3.9701 -0.6796 0.42
H -1.3946 1.5723 -2.9179 0.68
H -1.8677 0.2144 -4.9085 0.43
H -1.8126 -2.2491 -4.8034 0.42
H -1.2008 -3.3878 -2.6716 0.51
H -0.7353 -5.5918 1.0242 0.50
H -0.1477 -6.0776 3.4265 0.44
H 0.4272 -4.1583 4.9168 0.43
H 0.4164 -1.8676 3.9766 0.43
C 3.2784 3.0310 -0.8286 -1.20
N 2.6184 1.8513 -0.2727 -0.05
C 3.2495 0.8810 0.3650 0.96
N 4.5630 0.9452 0.5238 -0.39
S 2.4610 -0.5210 1.0072 -0.35
H 2.5189 3.6790 -1.2540 0.35
H 3.9755 2.7500 -1.6190 0.40
H 3.7995 3.5831 -0.0459 0.42
H 1.6292 1.7332 -0.4117 0.00
H 5.1143 1.6992 0.1467 0.20
H 5.0393 0.2090 1.0188 0.23
```

Summary:
Multiplicity: 6
Electronic energy: -2725.34818 Eh
Expectation value of S²: 8.81
Net charge: +2
Energy relative to the best compared isomer or geometry (same formula, charge and spin): 0.0 kcal/mol